w:
Entry from the OMol25 dataset: a cluster of 2 separate species, C2H10N2O in total (ωB97M-V/def2-TZVPD).

As for the expectation value of S²: 0.76. The LUMO energy (spin up / spin down) comes out at -3.44 / -8.53 eV. The HOMO energy (spin up / spin down) is -13.792 / -13.277 eV. Its total charge is +1. As for the spin multiplicity: 2. The HOMO-LUMO gap (spin up / spin down) is 0.3803 / 0.1743 Ha.

Each atom is followed by the atoms it is bonded to, with distances in Å.
Element x y z (Å)
1 N -1.095 -1.377 -0.195  C2 1.425, H5 1.014, H6 1.010
2 C 0.195 -0.894 0.170  N1 1.425, C3 1.515, H7 1.089, H8 1.111
3 C 0.500 0.447 -0.466  C2 1.515, N4 1.461, H9 1.135, H10 1.105
4 N 1.800 0.419 -1.131  C3 1.461, H11 1.006, H12 1.017
5 H -1.297 -2.369 -0.252  N1 1.014
6 H -1.708 -0.760 -0.708  N1 1.010
7 H 1.013 -1.607 0.250  C2 1.089
8 H 0.143 -0.583 1.235  C2 1.111
9 H -0.283 0.769 -1.222  C3 1.135
10 H 0.257 1.284 0.215  C3 1.105
11 H 1.973 -0.448 -1.612  N4 1.006
12 H 1.898 1.116 -1.864  N4 1.017
13 H -1.647 0.916 1.392  O15 0.965
14 H -0.821 1.567 2.572  O15 0.962
15 O -0.928 1.520 1.617  H13 0.965, H14 0.962

These are the natural (NBO) partial charges, in e, on atoms 1 to 5: number 1, N, carries -0.40; number 2, C, carries -0.31; number 3, C, carries -0.27; number 4, N, carries -0.77; number 5, H, carries 0.43


x:
Entry from the OMol25 dataset: a cluster of 2 separate species, C2H10N2O in total (ωB97M-V/def2-TZVPD).

As for the expectation value of S²: 0.75. The LUMO energy (spin up / spin down) comes out at -3.71 / -9.04 eV. The HOMO energy (spin up / spin down) is -12.130 / -12.130 eV. Its total charge is +1. As for the spin multiplicity: 2. The HOMO-LUMO gap (spin up / spin down) is 0.3095 / 0.1137 Ha.

Each atom is followed by the atoms it is bonded to, with distances in Å.
Element x y z (Å)
1 C 4.484 -1.297 -0.458  O2 1.486, H3 1.081, H4 1.083, H5 1.105
2 O 5.514 -1.411 -1.524  C1 1.486, H6 0.968
3 H 5.016 -1.516 0.456  C1 1.081
4 H 3.667 -1.841 -0.917  C1 1.083
5 H 3.989 -0.310 -0.425  C1 1.105
6 H 5.004 -1.953 -2.143  O2 0.968
7 N -3.856 0.032 1.016  C8 1.425, H10 1.021, H11 1.020
8 C -2.763 0.692 0.383  N7 1.425, N9 1.410, H12 1.123, H13 1.109
9 N -2.835 2.095 0.505  C8 1.410, H14 1.022, H15 1.020
10 H -4.729 0.479 0.733  N7 1.021
11 H -3.929 -0.902 0.614  N7 1.020
12 H -2.610 0.367 -0.681  C8 1.123
13 H -1.776 0.483 0.843  C8 1.109
14 H -3.146 2.450 1.411  N9 1.022
15 H -2.029 2.632 0.186  N9 1.020

These are the natural (NBO) partial charges, in e, on atoms 1 to 5: number 1, C, carries -0.27; number 2, O, carries -0.72; number 3, H, carries 0.20; number 4, H, carries 0.17; number 5, H, carries 0.16


y:
Entry from the OMol25 dataset: a cluster of 2 separate species, C2H10N2O in total (ωB97M-V/def2-TZVPD).

As for the expectation value of S²: 0.75. The LUMO energy (spin up / spin down) comes out at -3.60 / -8.31 eV. The HOMO energy (spin up / spin down) is -14.447 / -14.447 eV. Its total charge is +1. As for the spin multiplicity: 2. The HOMO-LUMO gap (spin up / spin down) is 0.3984 / 0.2255 Ha.

Each atom is followed by the atoms it is bonded to, with distances in Å.
Element x y z (Å)
1 C 0.941 -0.941 1.243  N2 1.410, H5 1.096, H6 1.082, H7 1.115
2 N 0.076 -0.873 0.131  C1 1.410, C3 1.491, H8 1.018
3 C 0.637 -1.276 -1.190  N2 1.491, N4 1.433, H9 1.087, H10 1.094
4 N 1.618 -0.340 -1.657  C3 1.433, H11 1.009, H12 1.015
5 H 1.401 -1.930 1.343  C1 1.096
6 H 0.487 -0.510 2.126  C1 1.082
7 H 1.886 -0.404 0.993  C1 1.115
8 H -0.543 -0.065 0.101  N2 1.018
9 H 1.045 -2.267 -1.009  C3 1.087
10 H -0.221 -1.353 -1.864  C3 1.094
11 H 2.161 -0.753 -2.399  N4 1.009
12 H 1.175 0.508 -1.997  N4 1.015
13 H -1.978 2.723 1.107  O15 0.958
14 H -3.212 2.513 2.084  O15 0.963
15 O -2.916 2.870 1.241  H13 0.958, H14 0.963

These are the natural (NBO) partial charges, in e, on atoms 1 to 5: number 1, C, carries -0.50; number 2, N, carries -0.08; number 3, C, carries -0.10; number 4, N, carries -0.83; number 5, H, carries 0.28


Each structure's energy above the most stable one, in kcal/mol: w 16.1; x 30.5; y 0.0.